# C26H39AsN3O6S2Si3W

A structure of composition C26H39AsN3O6S2Si3W (ωB97M-V/def2-TZVPD, the Open Molecules 2025 dataset).

Its spin multiplicity is 3. Its expectation value of S² is 2.01. Its net charge is +1. Its total energy is -5597.5160 Ha. Its energy relative to the best compared isomer or geometry (same formula, charge and spin) is 343.0 kJ/mol. The HOMO energy (spin up / spin down) is -10.509 / -11.372 eV. The value obtained for the molar mass is 896.77 u. The value obtained for the largest force on an atom is 0.92 eV/Å.

Atoms and positions in Å:
O: 3.05363 -4.20867 1.44942
W: 0.90839 -0.05665 0.38307
H: -1.85142 1.97785 -3.58393
S: -0.18480 -0.07342 3.89661
H: -3.88265 -0.97926 0.36878
H: 4.81423 -5.14280 3.16487
As: 1.43457 -1.73256 -1.84932
H: 5.68842 -2.79786 -1.36348
H: -1.20715 -3.95049 -3.32912
H: -2.77162 -1.07479 5.13332
N: 1.98978 -0.17010 1.99525
S: -2.91230 -0.26911 2.88700
C: -0.78227 1.25226 -1.87526
C: -1.20943 -0.48200 2.57805
C: 4.38084 -0.21689 -0.30842
C: -2.76751 -0.08582 4.67478
O: 0.35718 1.63397 1.50296
H: 2.63511 -5.06645 -1.72607
C: 2.57102 -3.35492 -4.55496
H: 3.56637 -0.41935 3.84450
H: -2.82725 -1.01336 -1.05132
C: 1.65897 -5.16176 -2.20388
O: 0.92717 1.10340 -3.54731
H: -3.31868 3.05113 0.31366
H: -0.40122 -4.52715 -4.78212
C: -1.84856 1.86028 -2.50965
H: 5.24802 0.31564 -0.71238
H: -3.69674 2.89173 -2.16025
C: 0.62319 1.06260 -2.38786
H: 4.46597 -3.62507 -2.32412
C: -1.47484 0.65923 4.93045
C: 3.85435 -1.45515 3.71990
H: 4.81016 0.43740 -3.19199
H: -2.46459 -3.00679 3.12878
H: 4.22814 -3.41752 -0.57840
H: 2.34965 -2.45498 -5.13041
C: 3.26507 -2.16657 2.66646
C: -1.57494 1.81792 0.21616
H: -1.39670 -4.15662 2.31880
H: -0.84541 -3.11667 -1.41178
C: 4.77040 -2.04906 4.56018
C: -0.82833 -3.44847 -0.37770
Si: 3.78780 -1.28179 -1.74828
C: 4.61110 -2.94318 -1.48501
O: 1.71877 -1.99151 0.80744
H: 2.56311 -4.20274 -5.24674
C: -2.22255 -3.45700 2.17099
H: -3.08878 -4.04835 1.85958
C: -2.84757 2.40182 -1.70306
H: 3.75475 0.56936 0.10193
O: 1.47321 0.96913 -1.36510
N: -0.77247 1.10901 -0.56068
C: -0.86392 2.10427 1.52374
N: -0.78203 -0.91931 1.40073
H: 5.22034 -1.48828 5.36680
C: -0.40669 -3.72982 -4.03358
H: 1.67376 -6.05170 -2.83891
H: 4.96037 -1.16133 -3.92542
C: 3.61619 -3.51006 2.46681
H: 5.82821 -3.86587 5.00057
Si: -1.77701 -2.32055 0.75049
C: -2.67332 2.45956 -0.32027
H: -0.63582 -2.79479 -4.54733
H: 4.72844 -0.82677 0.52729
H: 0.90617 -5.31066 -1.42912
H: -1.35382 -4.40820 -0.33028
C: 4.28518 -0.50126 -3.37667
H: 3.39840 -5.10940 1.46366
Si: 1.28063 -3.65860 -3.24266
C: -3.20655 -1.60458 -0.21235
H: 3.57891 -3.26636 -4.15091
H: 0.20011 -3.60666 -0.05248
O: -1.36472 2.75884 2.40545
H: -3.79055 -2.42746 -0.63374
H: -1.15671 0.56551 5.96771
H: -1.54689 1.71072 4.65428
H: 3.42812 -0.27206 -4.00758
C: 5.11015 -3.38253 4.35120
H: -3.63379 0.47765 5.01826
C: 2.31846 -1.44158 1.82610
C: 4.54121 -4.10476 3.31887